1.
Here is the ion C5H13N2 with charge +1 from OMol25. Energies are from wB97M-V/def2-TZVPD.

The calculation puts the HOMO-LUMO gap at 7.5698 eV. For the HOMO energy, the calculation gives -12.43 eV. The structure (SMILES) is C[C@H](N)C/C=C\[NH3+]. As for the energy above the lowest of the compared OMol25 structures with the same formula, charge and spin: 499.9 kJ/mol.

```
! RIJCOSX wB97M-V def2-TZVPD def2/J DEFGRID3
* xyz 1 1
C 0.46094 -1.57626 1.94706
C -0.14469 -0.96886 0.69351
C 0.02629 0.56514 0.90974
C 0.36581 1.48928 -0.19206
C 0.20836 1.28615 -1.54488
N -1.24892 1.34567 -2.01215
N 0.46983 -1.34611 -0.62919
H 1.49046 -1.29045 1.97597
H 0.41582 -2.67800 1.97755
H -0.04382 -1.24847 2.84918
H -1.19080 -1.27456 0.59992
H 0.92819 0.64334 1.53932
H -0.69370 0.88049 1.69062
H 0.74216 2.49144 0.01938
H 0.88277 0.96604 -2.31404
H -1.42928 0.82927 -2.88013
H -1.40044 2.33463 -2.19119
H -1.79126 0.98300 -1.22417
H 1.45120 -1.06733 -0.61301
H 0.50106 -2.36443 -0.60144
*
```

=====

2.
Here is the ion C4H4OP with charge +1 from OMol25. Energies are from wB97M-V/def2-TZVPD.

The calculation puts the HOMO-LUMO gap at 8.9638 eV. For the HOMO energy, the calculation gives -15.41 eV. As for the energy above the lowest of the compared OMol25 structures with the same formula, charge and spin: 0.0 kJ/mol.

```
! RIJCOSX wB97M-V def2-TZVPD def2/J DEFGRID3
* xyz 1 1
C -0.15822 -1.03834 -0.07134
C 0.91468 -0.22073 -0.47656
C -1.25502 -0.50127 0.53852
C 0.92998 1.14390 -0.28900
O -1.37479 0.78840 0.78089
P -0.38481 2.00818 0.47401
H -0.11709 -2.10182 -0.24343
H 1.76062 -0.69720 -0.95503
H -2.10306 -1.09132 0.86616
H 1.78770 1.71021 -0.62420
*
```

=====

3.
Here is a cluster of 2 separate species, C4H10O2 in total from OMol25. Energies are from wB97M-V/def2-TZVPD.

The calculation puts the HOMO-LUMO gap at 10.2101 eV. For the HOMO energy, the calculation gives -9.44 eV. The structure (SMILES) is C/C=C/CO.O. As for the energy above the lowest of the compared OMol25 structures with the same formula, charge and spin: 168.5 kJ/mol.

```
! RIJCOSX wB97M-V def2-TZVPD def2/J DEFGRID3
* xyz 0 1
C -2.95780 0.28847 0.80079
C 0.36006 1.01642 -1.09175
O 1.37823 0.18548 -0.47608
C -0.84923 1.17391 -0.21199
C -1.52245 0.16988 0.35083
H -3.31832 1.27286 0.50066
H -3.58993 -0.44577 0.30719
H -3.05618 0.18486 1.88392
H 0.81385 1.97802 -1.30526
H 0.10723 0.46578 -1.99484
H 1.29492 0.30706 0.47401
H -1.28949 2.16681 -0.13996
H -1.07531 -0.73500 0.74942
H 2.45095 -1.90606 -0.22970
H 2.47677 -2.77817 1.01273
O 3.05171 -2.27247 0.43103
*
```

=====

4.
Here is an isolated molecule of CH4NOP from OMol25. Energies are from wB97M-V/def2-TZVPD.

The calculation puts the HOMO-LUMO gap at 10.7545 eV. For the HOMO energy, the calculation gives -10.06 eV. The structure (SMILES) is O=CNP. As for the energy above the lowest of the compared OMol25 structures with the same formula, charge and spin: 113.7 kJ/mol.

```
! RIJCOSX wB97M-V def2-TZVPD def2/J DEFGRID3
* xyz 0 1
C 1.14316 0.14374 0.02490
N -0.11360 0.61106 0.15596
O 1.37856 -1.03508 0.03721
P -1.50525 -0.41209 0.16043
H 1.91512 0.92458 -0.06984
H -0.40075 1.77982 0.02313
H -0.97687 -1.37504 -0.70122
H -1.14177 -1.16344 1.28203
*
```

=====

5.
Here is a structure of composition C32H36F4N2O11S from OMol25. Energies are from wB97M-V/def2-TZVPD.

The calculation puts the HOMO-LUMO gap at 7.8142 eV. For the HOMO energy, the calculation gives -8.74 eV.

```
! RIJCOSX wB97M-V def2-TZVPD def2/J DEFGRID3
* xyz 0 1
C 1.48315 -3.50558 5.17501
C 0.42391 -4.45740 4.48549
O 0.86335 -4.89789 3.17248
C -0.11065 -5.64903 2.53388
O -1.04303 -6.10709 3.17011
C -0.09446 -5.89914 0.97871
C 0.91806 -4.97378 0.17984
C 0.20609 -3.89408 -0.76684
C 0.76710 -2.48016 -0.33856
C 0.21129 -1.73232 0.77667
C -0.99287 -2.37045 1.57949
C -2.36458 -1.70573 1.05620
C -3.26343 -1.40505 2.31485
F -2.15385 -0.53072 0.28994
C 0.72551 -0.33949 1.22276
C 0.01893 0.27899 2.46859
C 0.61302 1.63192 2.97461
C 2.03584 1.93847 3.18277
C 2.41171 3.29479 3.67369
C 1.42428 4.33576 4.00177
C -0.01242 4.02171 3.83914
C -1.18609 5.00760 4.18895
C -0.37793 2.69933 3.31516
C 1.79627 0.26841 0.46573
C 2.37450 -0.52028 -0.68598
N 3.40643 -0.17596 -1.52304
S 3.74812 -1.37173 -2.63443
N 2.57409 -2.51691 -2.20539
C 1.92147 -1.93062 -1.14655
H 1.47360 -2.48000 4.71650
H 2.50707 -3.96305 5.18657
H 1.16817 -3.39027 6.25566
H 0.27037 -5.32943 5.17667
H -0.51231 -3.85434 4.33299
H -1.13825 -5.70913 0.59019
H 0.18870 -6.97187 0.81515
H 1.48956 -5.65865 -0.52103
H 1.67448 -4.45922 0.83340
H -0.90219 -3.91701 -0.55035
H 0.33080 -4.10348 -1.85901
H -1.09838 -3.46576 1.36116
H -0.93237 -2.16306 2.67868
H -2.93291 -2.42095 0.38695
H -3.13030 -2.27274 3.03067
H -4.35305 -1.24002 2.06332
H -2.89299 -0.49607 2.88160
H 0.08682 -0.47546 3.30994
H -1.06313 0.44375 2.22319
H 2.81020 1.16299 2.96533
H 3.49107 3.57973 3.81348
H 1.68596 5.36050 4.36976
H -2.15928 4.43698 4.09996
H -1.10301 5.25922 5.29163
H -1.19414 5.93863 3.56903
H -1.47365 2.46361 3.19155
H 2.17321 1.28192 0.72942
C 2.32696 0.29714 -6.04666
C 1.55661 -0.91420 -6.47608
O 1.41050 -0.72509 -7.87016
C 2.50240 0.00496 -8.25784
O 2.85720 0.12661 -9.38374
O 3.13299 0.56576 -7.18995
F 0.32368 -0.93349 -5.91169
H 1.68266 1.15696 -5.84777
H 2.94241 0.10960 -5.16691
H 2.06565 -1.86266 -6.28540
C -1.23116 -2.26341 -8.01544
C -1.45683 -3.63916 -8.56534
O -2.76036 -3.95248 -8.11575
C -3.41382 -2.75659 -8.01323
O -4.59315 -2.64490 -7.92276
O -2.54412 -1.70909 -8.03465
F -0.58641 -4.53027 -8.02724
H -0.85986 -2.27711 -6.99227
H -0.54936 -1.67793 -8.62815
H -1.41951 -3.70102 -9.65596
C -1.28388 10.62227 3.12250
C -1.60250 9.24460 2.62304
O -0.82623 8.41160 3.46346
C -0.71382 9.08648 4.64655
O -0.36427 8.59036 5.66725
O -1.05931 10.39620 4.51017
F -1.18514 9.07964 1.34489
H -0.37862 11.03370 2.66965
H -2.10370 11.32285 2.96693
H -2.65689 8.96825 2.70508
*
```

=====

6.
Here is an isolated molecule of C6H10O from OMol25. Energies are from wB97M-V/def2-TZVPD.

The calculation puts the HOMO-LUMO gap at 9.7928 eV. For the HOMO energy, the calculation gives -8.61 eV. The structure (SMILES) is C=COCC1CC1. As for the energy above the lowest of the compared OMol25 structures with the same formula, charge and spin: 238.6 kJ/mol.

```
! RIJCOSX wB97M-V def2-TZVPD def2/J DEFGRID3
* xyz 0 1
O 0.86688 -0.85888 0.99957
C 2.08858 -0.85830 0.42052
C 2.33865 0.02015 -0.54230
C 0.14703 0.53963 0.84090
C -0.87701 0.63890 -0.27667
C -1.44573 -0.67638 -0.71274
C -2.29401 0.25732 0.08504
H 2.84254 -1.56470 0.79267
H 3.33337 0.28612 -0.84236
H 1.48844 0.43192 -1.07281
H 0.80356 1.43718 0.80046
H -0.29610 0.47168 1.81396
H -0.75620 1.40701 -1.04910
H -1.66857 -0.80963 -1.76434
H -0.98152 -1.51864 -0.21099
H -3.11565 0.76369 -0.41531
H -2.47425 0.03293 1.13349
*
```

=====

7.
Here is a cluster of 2 separate species, C5H9F3N in total from OMol25. Energies are from wB97M-V/def2-TZVPD.

The calculation puts the HOMO-LUMO gap at 9.3783 eV. For the HOMO energy, the calculation gives -15.77 eV. As for the energy above the lowest of the compared OMol25 structures with the same formula, charge and spin: 821.9 kJ/mol.

```
! RIJCOSX wB97M-V def2-TZVPD def2/J DEFGRID3
* xyz 1 1
C 0.12972 1.40890 -0.37280
C 0.16474 0.13555 0.11665
C 0.16316 2.59321 0.47777
C -0.36736 -2.38280 -0.22575
C -0.11040 -0.93790 -0.64871
N -3.22850 -0.91716 0.47591
F -4.56003 -0.86624 0.30861
F -2.83372 -1.00360 -0.80079
F -2.80318 0.32026 0.90084
H 0.03831 1.68079 -1.34942
H 0.57847 0.06788 1.08226
H 0.99949 2.58281 1.23787
H -0.64142 2.57777 1.26182
H 0.36280 3.33625 -0.17036
H 0.16818 -3.09324 -0.82528
H -0.23676 -2.60858 0.91506
H -1.36147 -2.41063 -0.72400
H -0.28738 -0.75975 -1.65261
*
```

=====

8.
Here is an isolated molecule of C19H19N3O3S from OMol25. Energies are from wB97M-V/def2-TZVPD.

The calculation puts the HOMO-LUMO gap at 7.9748 eV. For the HOMO energy, the calculation gives -7.75 eV. The structure (SMILES) is CCOc1ccc(/N=C2/NC(=O)[C@@H](CC(=O)Nc3ccccc3)S2)cc1. As for the energy above the lowest of the compared OMol25 structures with the same formula, charge and spin: 61.6 kJ/mol.

```
! RIJCOSX wB97M-V def2-TZVPD def2/J DEFGRID3
* xyz 0 1
C 2.91622 -2.16623 3.51151
C 3.36155 -0.70739 3.45589
O 2.36085 0.18585 3.89869
C 1.30962 0.48179 3.08526
C 0.33588 1.31594 3.64303
C -0.75694 1.71600 2.91019
C -0.92470 1.26856 1.59891
C 0.04357 0.43830 1.04384
C 1.15359 0.05383 1.77131
H 1.88777 -0.57049 1.28683
H -0.05140 0.11847 0.01852
N -1.98929 1.75125 0.86018
C -2.71000 1.10810 0.06765
N -3.65956 1.71375 -0.71450
C -4.37460 0.98945 -1.61648
O -5.23753 1.42693 -2.32929
C -3.93485 -0.47100 -1.60966
H -4.80079 -1.12129 -1.46952
C -3.23163 -0.79408 -2.93646
H -3.86456 -0.43526 -3.75095
H -3.08223 -1.86932 -3.03508
C -1.91178 -0.02286 -2.95214
O -1.88533 1.17905 -3.09328
N -0.82869 -0.80902 -2.72049
C 0.49015 -0.41973 -2.44456
C 0.93649 0.89128 -2.57374
C 2.24094 1.20485 -2.23653
C 3.10955 0.22860 -1.78015
C 2.66844 -1.07922 -1.66319
C 1.36711 -1.40441 -1.99273
H 1.02060 -2.42394 -1.89053
H 3.33818 -1.85049 -1.31143
H 4.12502 0.48381 -1.51732
H 2.57843 2.22570 -2.33135
H 0.26175 1.65510 -2.92083
H -1.00002 -1.79493 -2.57490
S -2.80315 -0.67134 -0.19454
H -3.74606 2.72058 -0.67998
H -1.50102 2.36617 3.34280
H 0.47243 1.64749 4.66026
H 4.19210 -0.54773 4.14956
H 3.69952 -0.44070 2.44658
H 2.62054 -2.42170 4.52588
H 2.06766 -2.33776 2.85379
H 3.73618 -2.81195 3.20897
*
```